No. 1
ORCA calculation (ωB97M-V/def2-TZVPD) on a cluster of 3 separate species, C22H35BF2N6O13P in total at a distorted geometry.

Each line ends with the Mulliken charge.
Cartesian coordinates (Å):
C: -3.84468 1.34593 -1.12920  -0.68
N: -4.01259 -0.13991 -1.22058  0.05
C: -4.19020 -0.50710 -2.68074  -0.82
B: -2.83984 -0.87324 -0.62651  -0.18
O: -2.97196 -2.32168 -0.49371  -0.06
N: -1.61778 -0.13930 -0.17142  0.66
C: -1.07867 0.46442 1.00569  -0.18
N: -1.67260 0.46777 2.20004  0.37
C: -0.89207 1.23392 3.27546  -0.87
C: -1.38093 2.77705 3.17854  -0.57
C: -0.42260 3.72398 2.30989  0.64
C: -1.13123 4.87532 1.47330  -0.46
C: -0.30715 5.90371 0.59500  -0.40
C: 1.25353 5.81688 0.52696  -0.46
C: 1.95296 4.67580 1.34629  -0.48
C: 1.13423 3.63393 2.21957  -0.30
P: -3.18869 -0.21884 2.72128  0.62
O: -4.43165 0.37994 2.00617  -0.61
O: -3.52597 -0.00741 4.40482  -0.46
O: -3.10160 -1.93978 2.53008  -0.44
N: 0.21881 1.04277 0.56636  -0.22
C: 0.49844 0.76877 -0.82435  0.08
O: 1.58574 1.10420 -1.65278  -0.30
N: -0.70022 0.02070 -1.19448  0.15
N: -0.95460 -0.51358 -2.44354  0.30
C: -0.05069 -1.65242 -2.74528  0.45
O: 0.94343 -1.63580 -3.49129  -0.39
F: -0.34772 -2.87978 -2.04634  -0.07
C: -0.97945 0.49735 -3.51845  0.23
O: -1.04582 0.14653 -4.72817  -0.43
F: -0.98692 1.92086 -3.28977  -0.20
H: -4.68666 1.86745 -1.73706  0.39
H: -3.91634 1.77241 -0.06726  0.14
H: -2.83682 1.73071 -1.56735  0.20
H: -5.28331 -0.63757 -2.99312  0.31
H: -3.77816 0.37272 -3.32062  0.28
H: -3.52687 -1.41666 -2.96431  0.24
H: -3.87321 -2.47894 -0.11901  0.26
H: -1.10699 0.85666 4.33305  0.43
H: 0.25468 1.11042 3.13372  0.44
H: -2.40447 2.75066 2.62670  0.21
H: -1.62186 3.18704 4.23267  0.46
H: -2.27984 4.99578 1.48640  0.27
H: -0.89698 6.71266 0.01158  0.32
H: 1.82400 6.60195 -0.09951  0.34
H: 3.10343 4.63167 1.27387  0.36
H: 1.70774 2.81167 2.79652  0.25
H: -2.91220 -0.66219 4.84812  0.34
H: -2.22468 -2.14636 2.10288  0.42
H: 1.35493 1.91544 -2.19312  0.35
C: 4.46842 0.83088 -2.55672  -1.00
C: 4.52697 2.34319 -2.43226  0.00
O: 5.57923 2.75371 -1.55355  -0.36
C: 6.82424 2.66440 -2.05967  0.73
O: 7.11935 2.27950 -3.16561  -0.54
O: 7.68950 3.04995 -1.10356  -0.34
C: 9.06021 2.89610 -1.47227  -0.63
H: 4.37994 0.36824 -1.56873  0.28
H: 3.61363 0.52634 -3.16570  0.23
H: 5.37312 0.42956 -3.01598  0.40
H: 3.59407 2.70598 -1.99319  0.11
H: 4.63201 2.82517 -3.40922  0.33
H: 9.27893 3.40943 -2.41138  0.30
H: 9.30800 1.83496 -1.54625  0.29
H: 9.67156 3.34086 -0.68569  0.23
C: -1.34170 -5.57124 -0.71521  -0.98
C: -2.63843 -5.82190 0.03260  -0.03
O: -2.47796 -6.83853 1.02784  -0.35
C: -1.81553 -6.46221 2.13564  0.76
O: -1.35813 -5.36299 2.35828  -0.56
O: -1.72001 -7.53221 2.94578  -0.34
C: -0.93733 -7.30050 4.11644  -0.63
H: -0.95904 -6.50333 -1.14203  0.42
H: -1.49638 -4.85206 -1.52210  0.20
H: -0.56474 -5.18087 -0.05534  0.27
H: -3.39378 -6.18532 -0.66772  0.39
H: -3.03043 -4.90384 0.48150  0.07
H: -1.30276 -6.43477 4.67373  0.28
H: 0.11144 -7.16752 3.84170  0.29
H: -1.01934 -8.18118 4.75502  0.23

Calculated values
E_LUMO	-4.37	eV
net charge	+1

No. 2
ORCA calculation (ωB97M-V/def2-TZVPD) on the ion C6H8N with charge +1 at a distorted geometry.

Each line ends with the Mulliken charge.
Cartesian coordinates (Å):
C: 0.20892 -0.22003 1.35570  0.19
C: -0.15607 2.17510 0.92460  0.27
C: -0.21659 3.22749 0.18375  -0.63
C: -0.10991 1.10506 1.69634  -0.62
C: 0.58226 -1.55952 -0.69696  0.18
C: -0.31818 -2.38267 -1.62757  -0.94
N: 0.30576 -0.83955 0.26383  0.00
H: 0.51589 -0.91134 2.11071  0.36
H: 0.58197 3.79153 -0.11719  0.30
H: -1.12937 3.68519 -0.18192  0.27
H: 1.69516 -1.50663 -1.12013  0.30
H: -0.18036 1.22378 2.72702  0.43
H: -1.34124 -2.44419 -1.09262  0.28
H: 0.02765 -3.47238 -1.78227  0.32
H: -0.46589 -1.87183 -2.64329  0.29

Calculated values
E_LUMO	-4.95	eV
relative energy (zero: lowest compared OMol25 entry of this formula, charge and spin)	95.54	kcal/mol
net charge	+1